Entry 1:
ORCA calculation (wB97M-V/def2-TZVPD) on a molecular structure, C42H37F5N5P2RuSSe2.

```
! RIJCOSX wB97M-V def2-TZVPD def2/J DEFGRID3
* xyz -1 1
H 0.505 1.178 4.366
C -4.781 -0.502 1.140
H -0.042 0.180 2.193
H -0.490 5.053 2.830
C 5.858 -2.539 0.884
C 0.271 -0.893 -4.386
C -2.070 -2.575 5.504
C 3.583 1.616 -4.521
C -0.949 -0.168 -4.975
H 0.606 -2.595 -3.054
H -0.624 0.626 -5.649
Ru 2.068 0.119 -2.212
N 3.508 0.068 -0.387
C -4.166 1.496 2.968
N 1.014 0.116 -3.651
C -0.705 3.418 1.467
C -0.700 -2.530 5.737
H 0.584 -2.095 -6.143
S 3.132 -1.860 -2.693
H -0.315 -2.675 6.739
C -3.255 0.480 2.713
C 0.151 1.812 3.563
H -2.325 0.457 3.262
C 5.747 -3.469 -0.115
C -4.447 0.595 -2.177
H 1.466 -0.555 -6.165
H -4.826 -0.153 -2.861
C 1.157 -1.389 -5.536
C -3.547 -0.514 1.785
C -3.167 0.462 -1.663
C -0.488 -0.391 -0.230
C -4.735 2.629 -0.932
C -5.389 1.506 2.315
C -1.688 -2.157 3.161
H -5.348 3.472 -0.638
C -3.458 2.496 -0.409
H 0.260 3.624 4.706
H -6.108 2.290 2.521
C -2.560 -2.393 4.223
C 4.490 0.786 1.680
H -2.756 -2.756 6.322
H 6.507 -2.695 1.736
C 2.879 2.264 0.521
C 4.902 -3.237 -1.204
H -0.910 -1.742 -2.769
H -1.587 -0.868 -5.523
C 4.245 -1.100 -0.288
H -2.555 -0.384 -1.953
C 3.639 0.977 0.559
C -2.665 1.415 -0.778
H -0.748 -2.789 -4.183
H 2.042 2.224 1.219
C 4.147 -2.082 -1.319
H -0.959 4.054 0.628
N 0.813 -2.113 -0.484
C 3.619 1.217 -3.036
C -5.697 0.502 1.406
C -0.412 3.982 2.698
F 4.880 0.680 -2.871
C -1.030 -1.485 0.451
F 3.704 2.458 -2.394
C -0.217 -2.078 -3.544
C 0.014 3.179 3.750
C -5.229 1.684 -1.819
C 5.208 -0.355 1.803
H -1.535 0.293 -4.177
Se -3.486 -3.621 0.842
F 3.599 0.544 -5.322
H 2.049 -1.888 -5.161
H 4.822 -3.978 -1.990
F 2.503 2.349 -4.817
H 1.240 -2.288 4.854
H -3.088 3.235 0.288
H -3.921 2.266 3.689
C 5.111 -1.346 0.802
H -6.653 0.502 0.899
C -0.318 -2.124 3.395
F 4.659 2.365 -4.857
H -6.225 1.794 -2.229
C 0.172 -2.309 4.683
P -0.901 1.340 -0.371
H 3.529 3.082 0.838
H -5.024 -1.304 0.455
H 4.545 1.572 2.421
N -0.175 -2.518 0.269
N 0.650 -0.844 -0.810
C -0.614 2.039 1.286
P -2.424 -1.928 1.508
H 5.864 -0.521 2.650
H 2.495 2.478 -0.465
H -3.627 -2.440 4.039
H 6.313 -4.391 -0.069
Se 0.189 2.396 -1.845
H 0.370 -1.979 2.574
C -0.164 1.246 2.335
*
```

Results
E_HOMO (spin up / spin down) ... -4.07 / -4.08 eV
Calculated total energy ... -8374.5987 a.u.
ΔE to the lowest compared entry with this formula, charge and spin ... 0.00 kJ/mol
Molar mass ... 1059.79 g/mol
Orbital gap (spin up / spin down) ... 6.20 / 6.22 eV
Maximum force ... 0.399 eV/Å

Entry 2:
ORCA calculation (wB97M-V/def2-TZVPD) on a molecular structure, C42H37FIrN10O7.

```
! RIJCOSX wB97M-V def2-TZVPD def2/J DEFGRID3
* xyz 1 1
O -4.210 -2.587 0.159
H 5.253 -5.303 -0.322
H 5.374 6.261 -1.431
F -1.248 5.852 -1.631
C 4.442 5.718 -1.507
C -0.230 -1.404 -2.197
H -5.911 -1.917 -0.677
C 2.088 -0.296 1.252
C 2.045 4.358 -1.701
H -0.876 -1.627 -6.040
H -4.834 3.266 -1.620
H -5.314 -4.261 1.991
C 3.064 0.426 1.942
C 4.423 4.356 -1.313
H -0.694 -1.841 2.159
C 3.038 0.495 3.321
H 6.220 -3.034 -0.706
H 2.031 -0.094 5.123
C 0.800 2.341 -1.528
H -0.948 4.735 0.700
H -2.243 -2.208 -0.704
H -0.380 -0.194 5.471
C 0.820 -1.536 -3.118
H -0.163 1.854 -1.540
C -0.488 -1.762 0.185
H -3.770 -0.166 -0.655
H 1.140 6.261 -2.125
H 3.794 1.066 3.844
C -0.685 -1.556 -4.978
O -1.012 0.868 2.571
Ir 2.029 -0.397 -0.738
C -2.109 -4.991 2.782
H -2.109 0.436 -0.847
H -0.379 -4.155 1.837
C 3.260 6.404 -1.804
H -3.025 2.441 2.467
C 2.449 -3.425 -0.323
C 1.085 -0.934 1.961
C 4.314 -2.081 -0.661
H -4.002 -5.660 3.528
O 0.055 -1.534 3.956
H -3.309 0.653 -2.168
C -3.491 -5.020 2.822
C -1.461 -4.165 1.871
C -2.963 -0.004 -1.364
C -3.591 -3.399 1.052
C 1.082 -0.872 3.368
N 0.136 -1.235 -0.845
C -4.236 -4.230 1.953
H 1.373 -3.483 -0.235
N 4.216 1.520 -1.064
H 5.857 -0.474 -0.954
N -2.614 3.490 0.716
H -6.001 -3.604 -0.118
C -5.629 -2.604 0.115
C -1.817 4.428 0.133
C 5.155 -3.175 -0.594
H -1.636 3.527 2.553
C -3.732 3.000 0.068
C -1.221 1.619 1.615
C 4.805 -0.715 -0.859
H 3.286 7.474 -1.957
H -6.053 -2.263 1.061
C -0.212 -1.262 5.324
H -2.765 -1.418 -4.430
O -3.545 4.938 -2.947
C -1.739 -1.441 -4.087
H 1.454 -1.698 -5.154
C 3.127 2.222 -1.228
C -2.083 4.944 -1.073
C -2.160 2.807 1.923
H -1.116 -1.812 5.567
H 5.325 3.807 -1.085
N -0.031 -1.603 1.431
N 0.854 3.636 -1.778
H 0.605 -1.607 5.960
N 2.964 -2.219 -0.538
O -0.777 1.542 0.432
C 2.050 -0.160 4.045
C 2.059 5.736 -1.901
O -2.638 -1.294 -1.914
C 3.242 -4.559 -0.235
N -4.001 3.599 -1.155
N -1.610 -2.517 0.033
H 2.776 -5.518 -0.058
C -2.188 -3.356 1.014
H 3.840 0.960 1.411
H 0.002 4.125 -2.018
H 1.841 -1.643 -2.753
C 4.612 -4.435 -0.379
C -1.529 -1.343 -2.717
C 0.610 -1.595 -4.486
N 3.905 0.199 -0.897
C 3.214 3.657 -1.411
C -3.246 4.543 -1.845
O -4.428 2.114 0.510
N 1.867 1.622 -1.257
H -1.527 -5.609 3.450
*
```

Results
E_HOMO ... -9.84 eV
Calculated total energy ... -2901.0338 a.u.
ΔE to the lowest compared entry with this formula, charge and spin ... 130.55 kJ/mol
Molar mass ... 1005.04 g/mol
Orbital gap ... 5.77 eV
Maximum force ... 0.901 eV/Å

Entry 3:
ORCA calculation (wB97M-V/def2-TZVPD) on a molecular structure, C42H37IrN6O3PS at a distorted geometry.

```
! RIJCOSX wB97M-V def2-TZVPD def2/J DEFGRID3
* xyz 2 2
H 4.212 -0.679 3.112
H 1.141 1.466 -4.349
C 2.562 0.395 -5.555
H -4.446 -3.819 -3.933
H -2.900 4.514 3.796
H -1.610 4.995 -0.252
C -4.628 3.801 -1.906
H 3.379 0.715 3.803
C -5.299 3.170 -0.869
H -1.167 -3.978 4.389
H -2.794 5.868 1.722
C -3.972 0.572 2.408
C -5.007 -1.041 3.855
C -0.380 2.696 -0.478
H -4.004 -2.499 0.968
H -0.192 1.185 4.320
O -0.834 1.063 1.858
H 2.305 0.920 -6.465
C 1.906 0.702 -4.377
C -4.599 0.261 3.602
H 2.529 -1.857 6.081
C -4.154 -3.083 -3.197
S 1.770 -0.524 1.573
H 4.658 -2.010 -4.414
C 1.986 -1.849 5.153
C -1.116 3.115 0.662
C 3.207 -0.981 -3.227
C -3.396 -1.213 -1.303
C -4.781 -2.034 2.910
H -0.936 -0.471 -2.540
H 3.444 -1.508 -2.313
H -6.242 3.561 -0.512
C -2.348 4.884 1.743
H -5.476 -1.099 -0.793
C -2.145 -4.305 1.198
C -1.227 2.293 1.818
H -5.102 -3.049 3.106
C -5.116 -2.491 -2.388
C -4.159 -1.730 1.711
C -1.225 -3.778 3.333
N 0.572 -2.174 3.482
H -4.766 1.038 4.335
C -3.451 3.254 -2.399
H -6.158 -2.758 -2.493
H -2.012 1.687 -2.229
C -1.688 4.394 0.645
N -0.542 -2.531 1.421
H -5.028 4.711 -2.331
H -1.412 0.943 5.598
N -1.088 -1.326 -2.009
H -2.776 -4.895 0.549
H -2.077 -3.162 -3.739
C -3.764 -0.418 1.445
C 0.859 -2.491 4.815
C 3.878 -1.260 -4.404
C -0.427 -2.813 2.723
C -4.775 2.026 -0.287
H 4.056 -0.822 -6.495
C -2.820 -2.725 -3.083
N 0.857 1.386 -1.824
H 0.258 -3.138 5.421
C 1.537 -1.312 3.041
H -0.424 -2.014 -2.355
C -1.364 -3.296 0.683
N 2.403 -1.127 4.058
C 3.617 -0.338 3.958
C -2.444 -1.770 -2.148
C -2.097 -4.525 2.565
H -1.373 -3.083 -0.376
C 2.219 0.004 -3.210
H -2.950 3.719 -3.238
C -4.738 -1.554 -1.441
P -2.843 -0.013 -0.056
C 1.440 0.224 -1.976
H -0.194 3.462 -1.227
H -2.708 -5.286 3.030
Ir -0.399 -0.435 0.283
C -2.414 4.127 2.910
H -5.503 -1.282 4.785
C -1.844 2.872 2.986
O 1.306 -0.734 -1.143
C 3.547 -0.584 -5.571
H 4.189 -0.452 4.873
C -2.924 2.112 -1.826
N 0.124 1.533 -0.713
H -5.321 1.538 0.507
H -3.666 1.591 2.210
O -1.991 2.228 4.171
C -1.257 1.063 4.528
C -3.564 1.508 -0.742
H -1.630 0.180 4.007
*
```

Results
E_HOMO (spin up / spin down) ... -12.42 / -12.46 eV
Calculated total energy ... -3020.2633 a.u.
ΔE to the lowest compared entry with this formula, charge and spin ... 375.15 kJ/mol
Molar mass ... 929.06 g/mol
Orbital gap (spin up / spin down) ... 5.21 / 5.35 eV
Maximum force ... 4.517 eV/Å
⟨S²⟩ ... 0.8438

Entry 4:
ORCA calculation (wB97M-V/def2-TZVPD) on a molecular structure, C42H37N10PSV at a distorted geometry.

```
! RIJCOSX wB97M-V def2-TZVPD def2/J DEFGRID3
* xyz 0 4
C -2.828 -1.129 -1.592
C 4.300 -2.460 1.999
H -2.683 -3.162 3.002
V -0.002 -0.011 -0.762
C -5.088 -0.245 -1.572
N 2.028 0.541 -1.162
C 0.775 2.646 2.165
H 1.824 -4.277 -0.417
C 3.844 1.898 -1.921
N 1.023 1.327 2.516
C 3.704 0.241 1.772
H 0.065 6.245 1.115
C -1.437 2.068 -2.162
C 5.028 -0.170 1.883
H -3.496 3.573 -1.268
H 2.155 -0.215 -5.397
H -2.220 -2.032 -3.427
C -2.019 2.102 -0.808
H -1.538 0.631 2.063
N 0.225 1.381 -3.504
C -3.022 2.113 1.730
H -3.750 -0.211 0.107
C 4.128 -0.476 -1.761
H 1.101 1.177 3.510
H 1.566 -1.002 4.321
H 6.356 -1.845 2.079
C -1.485 -5.034 -0.503
H 0.285 -6.240 -0.239
C -1.929 3.005 -3.209
H 0.251 5.675 3.560
N -0.480 1.210 -2.352
H -6.223 -0.468 -3.383
H 0.368 -2.420 5.923
H 0.694 3.330 4.217
C -2.005 -3.765 -0.706
H 1.896 2.586 -1.363
C -3.873 -0.492 -0.932
C 4.642 0.755 -2.065
C 2.556 1.740 -1.481
N -1.457 1.299 0.107
H 0.358 4.408 -0.528
C 0.430 4.212 0.540
H -3.073 -3.622 -0.816
H -1.530 -1.668 1.421
H -3.383 2.072 2.748
C -1.765 -2.673 3.302
H 5.823 0.566 1.872
C -1.974 1.304 1.345
C 0.748 -4.158 -0.464
C -1.241 -2.877 4.568
H 2.029 1.478 -5.037
H -1.910 4.043 -2.858
H 4.528 -3.516 2.075
C 0.721 0.260 -4.049
H 4.692 -1.393 -1.871
C 0.371 4.911 2.801
C 0.622 3.612 3.173
P 0.947 -0.125 1.567
C 0.086 -1.217 2.758
C -1.107 -1.838 2.402
C 5.325 -1.522 1.997
H -2.159 -5.884 -0.452
C -1.158 -2.650 -0.772
N 1.629 0.555 -5.027
C 0.613 -1.438 4.036
C -4.246 -1.318 -3.539
H 3.476 1.295 1.666
C -0.051 -2.254 4.937
C -5.281 -0.654 -2.882
C 0.264 5.235 1.448
H 5.661 0.843 -2.424
C -3.581 2.955 0.788
S 0.291 -1.343 -3.754
H -1.313 2.919 -4.093
H 4.215 2.885 -2.160
H -1.752 -3.525 5.269
N -1.565 -1.320 -0.936
N 0.691 2.942 0.879
H -4.381 -1.653 -4.561
H -4.407 3.606 1.047
N 0.988 -1.711 -0.794
C -3.035 -1.552 -2.904
H -2.964 2.758 -3.468
N 2.288 -1.817 -1.030
C 0.223 -2.884 -0.634
C -3.075 2.944 -0.496
H 2.188 -2.789 1.882
C 2.981 -2.049 1.890
C 2.674 -0.694 1.786
C 2.806 -0.568 -1.306
C -0.108 -5.241 -0.382
H -5.884 0.260 -1.034
*
```

Results
E_HOMO (spin up / spin down) ... -6.06 / -6.68 eV
Calculated total energy ... -3853.8906 a.u.
ΔE to the lowest compared entry with this formula, charge and spin ... 0.00 kJ/mol
Molar mass ... 795.81 g/mol
Orbital gap (spin up / spin down) ... 6.00 / 6.12 eV
Maximum force ... 1.270 eV/Å
⟨S²⟩ ... 3.7899